Entry 1:
The following is a quantum chemistry calculation of the molecule C7H9NOS3, from OMol25.

Geometry (Å):
S: -2.57472 -0.95859 -0.89043
S: -0.58766 1.42696 -0.95413
S: 2.23634 2.49530 -0.55927
O: -0.13366 -2.99326 2.14259
N: 0.68545 -2.94291 1.22477
C: 1.07403 1.17505 -0.49077
C: 0.10405 -0.96246 -0.22513
C: 1.28604 -0.10689 -0.07688
C: 2.94772 2.33059 1.12658
C: -0.98701 -0.22657 -0.58217
C: -3.74040 0.45320 -1.04560
C: 0.14306 -2.47059 -0.04227
H: 2.14740 2.23573 1.84384
H: -0.85069 -2.87516 -0.16690
H: -3.66003 1.09373 -0.15501
H: 0.75424 -2.90246 -0.82592
H: -4.73265 0.03780 -1.15732
H: 3.49949 1.40898 1.21179
H: -3.48531 1.07305 -1.90812
H: 2.27025 -0.51038 0.21246
H: 3.60406 3.21888 1.31790

Cartesian forces (eV/Å) of the 3 atoms listed first:
S -0.193 0.334 -0.124
S 0.192 -0.472 0.471
S 0.054 -0.069 0.494

The value obtained for the total energy is -43445.234 eV. As for the SMILES: CSc1cc(CN=O)c(SC)s1. Its multiplicity is 1. The energy above the lowest of the compared OMol25 structures with the same formula, charge and spin is 4.6 kcal/mol.



Entry 2:
The following is a quantum chemistry calculation of the ion C4H11N2S with charge +1, from OMol25.

Geometry (Å):
S: 1.31271 -0.92788 1.31521
N: 0.37677 -0.64548 2.53238
N: 0.03969 0.34613 -0.89203
C: -0.86519 -0.61625 -0.22127
C: -0.66555 1.58226 -1.30355
C: -0.05921 -1.80654 0.23889
C: 1.10561 0.67779 0.28777
H: -1.52221 -0.82869 -1.09017
H: 2.10001 0.97040 -0.04578
H: -0.76080 -2.51581 0.89670
H: -1.06770 1.52991 -2.34444
H: 0.45867 -2.48748 -0.51360
H: -1.41639 -0.15748 0.55638
H: 0.19278 2.23610 -1.50771
H: 0.64505 0.13041 -1.63114
H: 0.50960 1.24788 0.96235
H: 1.05486 -0.56845 3.25138
H: -1.43870 1.83320 -0.49134

Cartesian forces (eV/Å) of the 3 atoms listed first:
S -2.475 -0.621 -1.340
N 0.254 0.036 -0.151
N 1.200 2.367 4.032

The value obtained for the total energy is -18131.711 eV. The charge is +1. Its multiplicity is 1. The energy above the lowest of the compared OMol25 structures with the same formula, charge and spin is 87.8 kcal/mol.



Entry 3:
The following is a quantum chemistry calculation of the ion C8H12NO with charge +1, from OMol25.

Geometry (Å):
O: -1.09238 0.61573 0.29707
N: 0.29596 0.86870 -1.65349
C: -0.59793 -0.85973 2.08309
C: -0.95302 1.18204 -0.94874
C: -2.05549 -1.00688 2.26449
C: 2.37940 -0.30656 -1.96324
C: 0.07562 2.20276 -1.19058
C: 0.72976 -0.74975 -0.11511
C: 1.13961 -0.10076 -1.21326
C: -0.27256 -0.28305 0.67908
H: -2.71113 -0.64626 3.04863
H: -2.52048 -0.58296 1.31044
H: 2.19605 -0.38971 -2.96469
H: 0.74039 2.37306 -0.40946
H: 1.32207 -1.57328 0.31306
H: 2.73162 -1.32058 -1.71606
H: -0.33061 -0.14119 2.78297
H: -1.90839 1.13140 -1.48205
H: -0.02180 3.07774 -1.86110
H: -0.03602 -1.75401 2.34809
H: -2.30852 -2.12286 2.32623
H: 3.19785 0.38615 -1.93538

Cartesian forces (eV/Å) of the 3 atoms listed first:
O -1.883 2.773 -0.896
N -2.529 0.124 -0.363
C 0.525 0.348 -1.197

The value obtained for the total energy is -12015.618 eV. As for the expectation value of S²: 2.01. The charge is +1. Its multiplicity is 3. The energy above the lowest of the compared OMol25 structures with the same formula, charge and spin is 0.0 kcal/mol.



Entry 4:
The following is a quantum chemistry calculation of a structure of composition C25H37N6O5PS2TeV, from OMol25.

Geometry (Å):
Te: 3.63908 1.04503 -2.04334
V: -0.15085 -0.29996 -0.00521
S: 1.00967 -3.09306 2.22742
S: 0.93814 -1.24440 4.53854
P: 3.12414 0.23292 0.08128
O: 0.12736 1.46810 0.88717
O: 1.80520 -0.56355 0.13473
O: 4.21777 -0.73672 0.71800
O: 0.30976 4.06957 0.75520
O: 2.92824 1.33495 1.20053
N: -1.95179 1.10868 -0.48848
N: -0.23851 0.02176 -2.13937
N: -0.10210 -0.69082 2.14832
N: -2.01746 -1.53070 0.16089
N: 0.31234 -2.32733 -0.95387
N: -0.41327 0.48148 2.88159
C: 3.96629 2.28749 1.53112
C: -1.25529 5.35228 3.74520
C: 0.34472 -0.87250 -2.93800
C: -0.87005 1.08147 -2.65193
C: 0.36816 -0.70061 -4.31177
C: -3.21658 0.39619 -0.67230
C: -1.55004 1.94543 -1.62908
C: 4.62578 1.89580 2.83029
C: -1.50143 4.19378 4.48245
C: -0.23774 0.42297 -4.84777
C: 0.53489 -1.53399 2.87334
C: -0.66217 5.28010 2.50339
C: -3.23438 -0.72137 0.34811
C: -0.56822 2.86568 2.68354
C: 1.29586 -3.84221 3.85282
C: -1.15523 2.97253 3.95142
C: -0.24080 1.53002 2.14282
C: 1.91915 -2.76107 4.71415
C: -2.11481 -2.48052 -0.96015
C: 0.98221 -2.03425 -2.23924
C: -0.82105 -3.26227 -1.01629
C: 4.88312 -2.67961 -0.56571
C: -0.30281 4.04286 1.96462
C: -0.88531 1.32116 -4.01232
C: 5.31383 -1.35388 0.01287
H: -2.39762 2.47442 -2.07422
H: -0.75711 -3.92068 -0.14703
H: 4.67595 2.34673 0.70201
H: 5.73757 -3.19800 -1.00243
H: -2.00955 1.70788 0.32866
H: -4.13633 -1.33424 0.26832
H: 0.85650 -1.43347 -4.93866
H: -3.19706 -0.30325 1.35683
H: -0.85388 2.70156 -1.25804
H: -0.77791 -3.89204 -1.90767
H: -1.52179 6.31904 4.15203
H: 5.08001 0.90872 2.74802
H: 3.89937 1.88078 3.64274
H: 1.96770 -4.68756 3.71377
H: -4.08360 1.05211 -0.55540
H: 0.99677 -2.91242 -2.88971
H: 2.94425 -2.56068 4.40428
H: 1.03221 -2.69019 -0.33916
H: -1.39882 2.18703 -4.40616
H: -1.83556 -2.05090 1.01674
H: 3.46082 3.25012 1.60312
H: 6.09738 -1.46545 0.76081
H: -2.26010 -1.91338 -1.88045
H: 0.58902 3.15591 0.55076
H: -1.34090 2.06268 4.50579
H: 5.65929 -0.67050 -0.76454
H: 4.44797 -3.31649 0.20507
H: 4.14958 -2.52156 -1.35901
H: 1.91277 -3.03895 5.76726
H: -0.44387 6.16915 1.92782
H: -0.22797 0.58635 -5.91697
H: -3.24908 0.00361 -1.69065
H: -1.95618 4.25380 5.46114
H: 0.35060 -4.19015 4.26637
H: 2.01253 -1.74426 -2.01844
H: -2.97413 -3.14729 -0.83930
H: 5.40716 2.61389 3.08262

Cartesian forces (eV/Å) of the 3 atoms listed first:
Te 0.017 0.051 -0.085
V -0.139 -0.116 0.316
S 0.050 0.011 -0.028

The value obtained for the total energy is -109645.355 eV. As for the expectation value of S²: 2.01. The charge is +1. Its multiplicity is 3. The energy above the lowest of the compared OMol25 structures with the same formula, charge and spin is 0.0 kcal/mol.



Entry 5:
The following is a quantum chemistry calculation of the molecule C17H26N2O3, from OMol25.

Geometry (Å):
O: 1.73415 0.44216 1.84330
O: 0.50575 -2.40461 0.89354
O: 3.93120 0.03290 1.64043
N: -1.13314 -1.26184 -0.18480
N: 1.04969 -0.63906 -0.45054
C: -2.22724 -2.04708 0.34405
C: -2.98030 1.73626 -0.56859
C: 2.80675 -0.04515 1.21873
C: -0.95968 3.00343 -0.82402
C: 3.17958 -1.00728 -2.49404
C: -2.49021 -3.27872 -0.52659
C: -0.46115 2.42246 0.33006
C: 3.07695 1.30070 -1.50132
C: -2.22669 2.66255 -1.26732
C: -1.21810 1.49675 1.02782
C: -3.28897 0.08750 1.29938
C: 0.16191 -1.50241 0.15859
C: 3.35222 -0.17726 -1.22658
C: 1.92588 1.00700 3.13419
C: 2.44649 -0.71793 -0.10412
C: -3.48680 -1.18590 0.46421
C: -2.48064 1.13052 0.57975
H: -2.62867 3.12102 -2.15925
H: -1.90197 -2.38191 1.33523
H: 3.44168 -2.04578 -2.31011
H: -2.80153 -0.17365 2.23978
H: 2.66124 -1.78436 0.04980
H: 2.98627 1.20773 3.29846
H: -3.28645 -3.88286 -0.10038
H: -0.81547 1.03581 1.91652
H: -1.58715 -3.88023 -0.58275
H: 2.14655 -0.96856 -2.83113
H: -3.97096 1.48133 -0.91864
H: -0.36786 3.72285 -1.37096
H: 0.70180 0.28314 -0.66686
H: -4.26673 -1.79407 0.92557
H: 2.08563 1.44441 -1.92658
H: 1.56534 0.30198 3.88465
H: -1.33498 -0.63992 -0.94983
H: 4.38070 -0.27509 -0.86604
H: 3.15580 1.88231 -0.58548
H: 3.81927 -0.62404 -3.28522
H: 0.52279 2.69050 0.68642
H: -2.77683 -2.97963 -1.53315
H: -4.27439 0.50124 1.53070
H: 1.34938 1.93022 3.18171
H: 3.80553 1.68634 -2.21059
H: -3.82665 -0.91383 -0.53800

Cartesian forces (eV/Å) of the 3 atoms listed first:
O -0.357 0.074 -0.040
O 0.168 -0.362 0.402
O 0.013 -0.051 -0.027

The value obtained for the total energy is -27175.444 eV. As for the SMILES: COC(=O)[C@@H](NC(=O)N[C@H](C)CCc1ccccc1)C(C)C. Its multiplicity is 1. The energy above the lowest of the compared OMol25 structures with the same formula, charge and spin is 8.3 kcal/mol.



Entry 6:
The following is a quantum chemistry calculation of a structure of composition C17H31CrN4O6P, from OMol25.

Geometry (Å):
Cr: 0.40390 -0.46593 -0.22473
P: -1.06484 1.36224 -0.46420
O: -0.77114 -1.66947 2.18292
O: 2.52456 -2.60413 -4.40498
O: 2.29280 0.11441 -2.41739
O: 1.13737 0.04748 2.65765
O: -0.13039 -1.39972 -2.86723
O: 1.89218 -2.57798 0.70404
N: 1.43236 0.23841 1.32790
N: 2.01415 0.23288 -1.06170
N: -0.53428 -1.43415 -1.63666
N: -0.84399 -1.52670 0.88567
C: -1.60597 1.69388 1.25504
C: -0.09672 2.76286 -1.09990
C: 2.65741 -3.08472 -3.05426
C: -1.23019 2.55981 3.47576
C: 2.73824 1.12302 -0.33998
C: 2.44322 1.08731 1.05914
C: -2.67628 0.91394 1.74851
C: 3.07595 1.97401 2.08118
C: -2.63057 1.56062 -1.35068
C: -2.34580 1.86314 3.94232
C: -1.68534 -2.07506 -1.23810
C: -0.83978 2.46409 2.13979
C: -2.96246 -2.82585 0.91001
C: -2.65612 -2.55737 -2.26859
C: -1.84091 -2.14912 0.18290
C: 3.60776 2.15969 -0.97137
C: -3.04361 1.00346 3.08807
H: -3.08899 -1.69679 -2.81093
H: 0.03607 3.00664 1.78057
H: 3.12340 -2.31512 -2.41281
H: 0.80821 2.97053 -0.51395
H: 1.45152 -0.26314 -2.82149
H: 4.67690 1.89075 -0.92226
H: 0.34833 -0.60963 2.62069
H: 0.22900 2.42596 -2.09681
H: -0.65999 3.19152 4.15195
H: -3.72337 -3.17832 0.19587
H: -3.47253 -3.11066 -1.78958
H: -2.59876 -3.69401 1.48891
H: 3.33218 2.31090 -2.03045
H: 3.23897 -4.03113 -2.98530
H: 3.02790 1.51470 3.08232
H: 2.47081 -2.12145 1.35084
H: 4.12806 2.17784 1.81311
H: -2.67093 1.96237 4.97498
H: -2.15793 -3.21676 -2.99936
H: -3.23203 0.25587 1.06954
H: 2.53615 2.94221 2.11164
H: -0.70317 3.67083 -1.21143
H: 1.32321 -3.13631 1.27302
H: -3.42054 -2.10337 1.60579
H: 1.62592 -3.26201 -2.72916
H: -3.88264 0.40223 3.44289
H: -2.47918 1.45584 -2.43066
H: -3.40298 0.85151 -1.03632
H: 3.37240 -2.78259 -4.83998
H: 3.49080 3.11809 -0.43512
H: -2.98836 2.58246 -1.13762

Cartesian forces (eV/Å) of the 3 atoms listed first:
Cr 0.146 -0.884 0.601
P -0.341 0.546 0.905
O -0.075 0.344 0.270

The value obtained for the total energy is -74082.334 eV. As for the expectation value of S²: 6.07. Its multiplicity is 5. The energy above the lowest of the compared OMol25 structures with the same formula, charge and spin is 0.0 kcal/mol.